# 1
The following is a DFT calculation (ωB97M-V with the def2-TZVPD basis set) of 10 unconnected molecules or ions with the total composition C62H51IN11O20PS.

```
147
Properties=species:S:1:pos:R:3
O -2.8576 -0.6889 3.0024
N -3.6853 3.7093 1.1095
C -2.7520 -0.9785 1.7027
O 7.7485 -2.1995 -1.9579
C 15.8328 1.1382 2.4412
C 11.7067 -0.7682 1.7957
C 4.8203 1.4483 -3.5842
C -8.0797 10.2786 -4.0262
O 9.9987 2.0608 -1.8934
H -8.0704 -0.2808 -6.6788
C 15.4189 0.9536 1.1148
H -6.9854 -5.5101 0.0238
O 4.9130 -0.1534 1.6495
P -5.8205 -4.6471 0.1184
H 16.0401 0.9303 -0.9502
S -9.8176 0.9882 2.0090
C -6.4082 -2.8854 0.6410
H -10.2170 -6.7662 3.9255
H -6.1926 11.1841 -3.5100
H 18.4103 1.4456 -0.4334
N 3.8556 -0.6102 2.1071
C -6.5414 -0.5632 -5.1866
H -5.6584 7.8727 1.6194
C -6.9156 7.8670 -3.2631
C -7.4271 -6.0741 5.7926
C 1.9117 -0.3055 5.3096
H -7.0912 -5.9333 6.8178
C 4.0843 0.2653 -3.6681
O -3.8363 2.5529 0.6880
N -1.4009 -3.7627 -2.0727
O -6.9939 5.5696 -2.9411
C -8.7672 -6.3563 5.4960
C 2.3576 -3.8030 -2.0702
C -6.9504 6.4041 0.7130
H -5.1441 9.0534 -2.8285
C -9.1811 -6.5409 4.1696
C 6.7281 0.2217 -2.7432
H 0.8524 -3.1618 -0.6781
N -10.0840 -0.6513 1.4362
H -0.5615 -4.8687 -4.4086
O -7.4568 -3.7224 -1.7795
H 14.3830 0.7283 0.8707
O -2.6534 4.1287 1.6530
H 4.4689 1.8374 5.9956
H 12.0916 -1.1796 2.7273
H -8.0156 4.7527 -0.1732
H 1.7801 -5.1951 -5.1250
C -7.7872 -0.8050 -5.7677
O 15.2490 1.2496 4.6845
C -7.0553 -2.1601 -3.4479
H -6.1897 -6.0489 2.6214
H -8.5372 11.2225 -4.3175
N 14.8509 1.0472 3.5284
H -8.5599 -6.5641 2.1046
C 1.5683 -4.7527 -4.1539
C 11.5016 0.6072 1.6768
C -3.7389 -1.9569 0.8323
C 4.6632 -0.9474 -3.2891
O 5.9061 -3.2607 -2.4991
H 3.1819 -3.5098 -1.4238
H -5.0266 -4.6514 -1.1028
C -8.0486 -2.5806 0.7498
C 3.4494 -0.1798 3.4504
C 2.2801 -0.7001 4.0220
C -8.8157 9.0956 -4.1101
O 3.1194 -1.4092 1.5094
O -9.3510 -6.2448 7.7393
C -6.0065 4.2014 0.3840
C 0.2462 -4.5650 -3.7462
C -8.6715 -1.7163 -5.1879
H -3.7466 6.3242 1.8456
C 4.2402 0.7383 4.1541
H -5.4596 -5.7458 4.9721
H 11.7289 1.2645 2.5134
O -10.9212 -6.7172 6.2817
C -8.2368 7.8829 -3.7311
C -5.8610 -0.1388 1.4796
H 11.5852 -2.6901 0.8267
H -5.1065 0.7205 1.7440
H -8.7725 -3.4664 0.4712
H 10.8471 2.2140 0.4102
C 18.0983 1.5268 1.6976
H 6.7074 2.3538 -3.0680
H 4.0763 -1.8606 -3.3603
C -8.3097 -2.3991 -4.0249
C -6.7607 10.2583 -3.5697
H 5.1475 1.1537 3.7206
H -9.0088 -3.1085 -3.5870
C 17.6868 1.3539 0.3750
C 10.7043 0.2815 -0.5805
C 2.6190 -4.3697 -3.3188
N 6.5901 -2.2313 -2.3972
H 17.5088 1.5611 3.7630
H -3.4848 -1.8349 -0.3271
C 5.9844 -0.9633 -2.8211
C -6.5017 -5.9676 4.7524
H 1.6537 -1.4090 3.4848
C -0.0133 -3.9860 -2.4963
N -8.1090 1.3489 2.0511
O -1.5891 -3.2179 -0.9756
C 6.1393 1.4280 -3.1277
N -6.6600 -2.8912 -2.2381
H -6.1222 3.1792 0.0305
H 19.1404 1.7486 1.9173
C -5.3415 -1.6468 0.9914
H 7.7559 0.2231 -2.3865
C -7.5222 0.0145 1.5879
C 10.9165 -1.0989 -0.4665
H 2.4134 0.9033 7.0217
C -4.8071 4.6437 0.9589
H 1.0095 -0.7088 5.7645
H 10.6949 -1.7760 -1.2888
H -3.4474 -3.0804 1.0921
C 3.8601 1.1276 5.4400
C 11.0014 1.1399 0.4871
O 9.8731 0.0380 -2.7335
C -8.6605 -1.1225 1.2342
H -5.1952 -1.0382 -3.5815
H -7.7908 7.0904 0.6237
C 1.0396 -3.6077 -1.6527
C -7.0784 5.0883 0.2655
C -6.1696 -1.2378 -4.0221
N 10.1542 0.8325 -1.8248
O -4.9355 -5.2514 1.3213
O -2.3046 -4.1283 -2.8391
H 3.0574 0.2890 -4.0263
C -6.9132 -6.1406 3.4298
C -4.6734 5.9663 1.4020
H -9.6418 -1.8971 -5.6451
H 3.6483 -4.5129 -3.6435
H 4.3628 2.3922 -3.8756
N -9.7491 -6.4472 6.5832
O 13.6788 0.7772 3.2269
C 11.4199 -1.6196 0.7273
O -5.1515 6.6308 -2.3999
N -6.3099 6.5990 -2.8392
I -1.0365 -0.0952 0.5822
H -8.8237 6.9697 -3.8023
C 16.3528 1.0653 0.0830
C 17.1729 1.4204 2.7378
C -5.7513 6.8448 1.2757
C -6.1719 9.0520 -3.1852
O -5.5499 -2.6379 -1.7471
H -5.8583 0.1496 -5.6436
C 2.7017 0.6030 6.0158
C -8.2472 -6.4292 3.1378
H -9.8426 9.1193 -4.4683
```

Values from the calculation:
DFT total energy: -5536.30732 hartree
structure (SMILES): O=[PH2]c1cc2nsnc2cc1CC(=O)I.O=[N+]([O-])c1ccccc1.O=[N+]([O-])c1ccccc1.O=[N+]([O-])c1ccccc1.O=[N+]([O-])c1ccccc1.O=[N+]([O-])c1ccccc1.O=[N+]([O-])c1ccccc1.O=[N+]([O-])c1ccccc1.O=[N+]([O-])c1ccccc1.O=[N+]([O-])c1ccccc1

Here are the Mulliken charges for atoms 1 to 2, given in e: number 1, O, carries -0.54; number 2, N, carries 0.98

***

# 2
The following is a DFT calculation (ωB97M-V with the def2-TZVPD basis set) of a molecular structure, C62H53BF2GeN7O2Ti.

```
129
Properties=species:S:1:pos:R:3
C 1.2082 5.6659 0.1227
C -0.1074 -1.7028 -2.0736
C 0.1315 -1.4814 1.8857
H 4.7589 4.0754 -3.1278
N 0.3971 3.6332 0.5441
C -0.9222 -4.5985 -0.7820
C -2.4002 -3.2562 -6.0175
H -2.1857 -1.6696 -1.3136
H 4.7033 -3.5130 -2.9443
C 4.0775 0.6701 0.1444
C -1.1539 -0.0375 -0.5234
C 2.9455 2.8722 1.3525
C -3.1066 2.4634 0.1807
H -4.7370 0.3643 -0.3649
C -1.6707 -3.8180 -3.7782
C -4.3706 0.0941 -2.4648
H 0.5360 6.6456 3.2419
H 3.6737 2.4047 -4.5989
C -3.8039 -4.6016 -4.6065
C 1.8255 -3.0013 1.2202
O -0.1943 0.8612 -0.6734
H -3.7986 0.0474 -4.5323
H 2.8133 -3.5389 4.9509
C -4.0845 4.9714 2.6953
C 2.1588 1.7543 1.1168
H 0.5983 -6.1409 -3.7536
H -4.0397 4.6409 3.7334
C 2.5698 -3.5875 -2.7274
C -4.1019 3.2829 0.7163
C 2.0315 -0.6500 0.8437
C 0.9647 -0.1939 4.3849
C -0.5066 -6.3137 0.8805
C -1.4560 -3.1858 -5.0045
H -2.1480 1.8783 -4.2947
H -1.8133 -0.4049 -2.4681
C 4.2739 2.8579 0.9762
H 5.8792 1.8269 -0.0285
C 1.1197 4.3472 -0.3263
C 4.8566 1.7921 0.3179
H 1.3712 1.6455 -4.1018
C -3.5789 -3.9634 -5.8165
H -1.8155 2.9599 -2.0946
C -2.5148 -5.0039 1.0021
H 0.6904 -1.5420 -1.3472
H -2.0066 -6.5550 2.3971
N 0.0021 1.8145 3.1689
C -2.8542 -4.5294 -3.5942
C 0.6010 -2.7764 1.8259
H 0.0509 1.5564 6.4330
C 2.5535 -1.9322 0.7317
C 0.3454 -1.2281 5.0820
H -2.2159 -2.7672 -6.9655
N -0.5209 3.0131 3.5920
C -3.5104 3.9501 1.7736
H 0.5173 -3.2322 5.8179
C -0.1231 -5.6142 -0.2571
H -4.3163 -4.0231 -6.6065
H 2.5283 -2.6094 -2.2595
O -1.7165 -0.0677 0.5712
C 1.4956 -5.5618 -3.5616
H 0.2579 -1.2916 -3.0167
C 0.5095 5.7114 1.3122
H -3.0384 -5.0430 -2.6576
C 3.8048 -4.0933 -3.1133
H -1.3485 5.0590 3.2327
H -0.5207 5.1171 5.4952
H 3.5701 4.9412 -1.1584
H -0.9984 3.9953 6.7731
H 0.0107 -3.5849 2.2330
Ti 0.0258 1.5776 1.0433
C -2.1275 -4.3112 -0.1371
C 0.2749 6.8782 2.2101
C -3.2407 1.7171 -1.0889
Ge -0.3314 -3.6310 -2.3750
H -5.1070 3.3952 0.3477
C -1.4010 -0.9890 -1.6405
H 0.1707 2.5356 -2.1554
H -0.8237 -1.2584 2.3355
H -3.5509 5.9191 2.6215
C 2.7677 0.5948 0.6090
C 1.8577 2.3664 -3.4570
N 0.8165 -0.4400 1.3952
C 1.3995 -4.3149 -2.9421
C -2.7108 1.5375 -3.4352
H -2.1355 4.4161 5.4897
H 3.5223 -2.0858 0.2864
C 1.0064 -2.4311 5.2796
H -4.7171 -5.1619 -4.4510
F 5.0217 3.9498 1.2012
C -2.5148 2.1385 -2.1999
C 2.9217 -1.5662 4.1138
C -3.6404 0.5147 -3.5693
C -0.5807 3.0492 4.9287
C -0.0815 1.8484 5.4057
H -5.0941 -0.7041 -2.5671
C 3.1468 2.7940 -3.7377
H 0.8881 7.7136 1.8797
C 2.2639 -0.3623 3.9158
H -0.7693 7.1915 2.1907
H 1.6960 6.4874 -0.3729
C 3.0809 4.2281 -1.8110
B -1.0415 4.0926 2.6145
N -2.2364 3.5302 1.8443
H 2.2212 -4.0052 1.1420
H 2.5486 3.7779 1.7935
H 2.7850 -7.0400 -4.4272
N -1.9791 2.6072 0.8830
C 3.7551 3.7323 -2.9141
C 2.2940 -2.6029 4.7921
H 0.8151 -5.8648 -0.7408
C 3.8837 -5.3378 -3.7205
C -4.1738 0.6931 -1.2296
H 2.7568 0.4543 3.4015
H 4.8444 -5.7338 -4.0233
C -1.0883 4.2128 5.7113
C 1.7883 3.7919 -1.5155
H -0.6600 -1.0892 5.4609
F 4.6398 -0.3875 -0.4707
C 1.1789 2.8665 -2.3556
C 2.7269 -6.0719 -3.9467
H 0.1242 -7.1047 1.2664
C -1.7022 -6.0065 1.5150
H 3.9325 -1.6913 3.7469
H -0.5341 -2.6395 -5.1795
H -2.7904 -3.5454 -0.5239
C 0.2811 1.1129 4.2876
N 0.0273 4.4761 1.5569
H -3.4552 -4.7678 1.4839
H -5.1272 5.1452 2.4400
```

Values from the calculation:
DFT total energy: -6079.23225 hartree
net charge: +1

Here are the Mulliken charges for atoms 1 to 2, given in e: number 1, C, carries -1.20; number 2, C, carries 0.50

***

# 3
The following is a DFT calculation (ωB97M-V with the def2-TZVPD basis set) of 11 unconnected molecules or ions with the total composition C62H53N11O20.

```
146
Properties=species:S:1:pos:R:3
C -0.8117 -2.3310 -7.8280
H 4.0717 0.7478 6.1334
N 6.3711 -1.5337 -1.8788
H -3.0632 0.5139 9.3260
H -2.1606 -1.7277 8.9260
C -3.0168 0.6183 6.0074
H -0.5930 3.0080 -0.0749
C -3.2593 -3.7007 -0.6788
H -2.3337 4.1594 1.0339
C 0.5401 0.9562 6.1603
C -0.3442 3.1330 4.5716
C -2.5552 -0.7058 5.6928
N -5.3534 0.6125 -3.0241
O 0.9924 -0.8808 -4.0236
H 0.5819 -4.0893 -0.6924
H -4.7585 -0.3315 2.1427
C -0.8200 -1.0302 -7.3459
H 4.7388 -0.8182 0.2027
H 2.6992 -2.8584 0.0132
C -1.3686 6.0992 1.0185
C 5.2353 2.0077 -2.2849
C -1.5630 -3.3084 -7.2804
O -4.3661 3.5000 -3.7524
C 5.9663 -7.3038 -0.8901
C -3.1986 0.9908 7.3271
H -1.8156 0.2969 -5.9782
C 4.2897 1.1669 -0.2873
C -2.3297 4.7259 -3.8392
H 3.2902 -8.2825 0.8984
H -0.5815 -3.5259 -2.7258
H -0.6367 3.9095 3.8804
H 1.0167 0.1827 6.7442
O 2.3860 -6.6126 2.4131
H 1.3689 5.2385 -4.6838
C 4.5047 -0.0593 5.5426
C -0.2131 6.7939 0.5230
C -0.4079 4.0629 0.0643
H -3.1994 -3.9033 1.4511
H -2.2168 6.6015 1.4596
C -1.7129 5.9538 -3.5601
C -0.0584 3.3752 5.9347
O -6.3744 1.1342 -3.4378
N 0.4038 -0.2356 -3.1401
C 1.8017 -1.5892 -1.4565
O 0.3147 3.4911 8.6514
H -1.5385 -4.3449 -7.5830
C 0.7039 4.7730 -0.4694
C -2.4758 -2.9814 -6.2890
C -0.0309 1.9136 3.9638
O -4.2161 5.3881 -2.7759
H -3.2242 -0.4552 -1.9095
C 0.3168 5.0684 -4.5089
H -0.0392 4.3166 6.4636
H -0.2108 -0.0190 1.4524
C 0.3231 -0.5107 0.6527
C -2.9552 0.1630 8.3103
C 5.9924 -5.9516 -0.4612
C -5.2324 0.2717 -1.6205
H 3.8730 1.3519 0.6917
H -2.2041 6.7311 -2.9936
C -6.1347 0.7849 -0.7112
H 0.2696 3.1368 -5.3597
C -4.8736 -0.2380 1.0729
O 1.8872 8.1366 -0.8823
O 5.5895 -2.4702 -1.8088
H -0.2398 7.8686 0.6264
H -0.0903 -2.5543 -8.6000
C 4.9702 -8.1607 -0.3909
C 1.3149 -1.3985 0.9035
N -4.7346 -3.4844 -0.7570
H -3.5405 1.9649 7.6444
H 4.8880 -9.2249 -0.5557
O 7.3702 -1.5409 -2.5973
C 3.6606 -0.7309 4.5031
C -1.6450 -0.7203 -6.2987
C 4.0541 -6.2265 0.8332
C -5.9956 0.4396 0.6118
C -0.4071 6.1328 -3.9959
C -0.3308 3.8753 -4.8493
C -2.5986 -3.9947 0.5584
C -3.8470 -0.6326 0.1895
H 5.1920 -4.3612 0.7364
C -1.2036 -3.6504 -1.8518
N 3.0463 -1.1370 3.6431
C -2.5380 -1.7029 -5.8008
O 0.8084 1.4838 8.9329
H -3.3340 1.2019 5.1559
H 6.5547 0.6378 -3.3705
H 5.3877 2.7775 -3.0269
O -4.5030 0.2162 -3.8136
H -1.7417 -2.4830 6.4825
C -3.9900 -0.2832 -1.1677
H -6.8793 1.4537 -1.1169
C 4.0292 -7.6206 0.4717
C 0.0963 -0.1764 -0.6346
N 0.3998 2.3845 8.2128
H -6.6911 0.8185 1.3461
N -3.7260 4.5401 -3.4667
H -0.6215 0.5982 -0.8605
H -0.2262 1.8499 2.9035
C 0.1853 2.2260 6.7386
O 2.7616 6.2849 -1.5296
H -2.8911 -0.8844 0.6244
C 4.5078 2.2187 -1.1567
C 5.7100 -0.2648 -1.6397
H -3.3292 -1.4499 -5.1106
H 4.1181 3.2105 -0.9809
C -2.3821 -1.0981 8.0770
N 3.0302 -5.7565 1.8068
H 5.1893 0.5222 4.9250
O -2.4430 -0.1386 3.4359
H -0.6894 -4.2087 1.4704
O 0.7797 -0.1683 -8.8703
C 0.7683 -0.6265 -1.7372
O -0.5551 0.5508 -3.3665
C 5.9216 0.8612 -2.5245
H 2.3054 -2.1069 -2.2594
H 1.5689 -1.6202 1.9296
N -2.4343 -1.1500 4.2599
H 1.5411 4.2603 -0.9194
N 0.0613 0.0536 -7.8771
H 6.6392 -7.6365 -1.6665
O -0.1138 1.2070 -7.4688
C 4.8924 -0.0655 -0.5564
H 4.9499 -0.8433 6.1552
C -1.6454 3.6211 -4.4984
H 0.1156 7.0467 -3.7553
C 5.0843 -5.3895 0.4242
H 6.6421 -5.2506 -0.9642
O -5.3801 -3.3417 0.2961
C -1.4691 4.7230 0.7156
H -3.1952 -3.7063 -5.9378
C -2.5754 -3.6600 -1.8738
C -0.4916 -3.9736 -0.6694
C 0.4497 0.8549 4.7682
C 2.0134 -2.0467 -0.1792
C 0.7631 6.1778 -0.2851
H -3.0050 -3.5736 -2.8609
H -1.9231 2.5980 -4.7046
O -5.2725 -3.4730 -1.8880
N 1.8846 6.9130 -0.9069
C -2.1437 -1.5166 6.7485
O 2.6741 -4.5816 1.9026
H 0.5425 -0.1172 4.3069
C -1.1855 -4.0584 0.5229
O -2.1447 -2.2991 3.9894
```

Values from the calculation:
DFT total energy: -4500.42337 hartree
structure (SMILES): O=[N+]([O-])c1ccccc1.O=[N+]([O-])c1ccccc1.O=[N+]([O-])c1ccccc1.O=[N+]([O-])c1ccccc1.O=[N+]([O-])c1ccccc1.O=[N+]([O-])c1ccccc1.O=[N+]([O-])c1ccccc1.O=[N+]([O-])c1ccccc1.O=[N+]([O-])c1ccccc1.O=[N+]([O-])c1ccccc1.CC#N

Here are the Mulliken charges for atoms 1 to 2, given in e: number 1, C, carries -0.34; number 2, H, carries 0.27

***

How do the records compare in frontier orbital gap? In the order shown, they have 6.828 7.456 8.222 eV.
How do the records compare in HOMO energy? In the order shown, they have -0.3063 -0.3983 -0.3547 Ha.